Record 1
The following is a quantum chemistry calculation of an isolated molecule of C6H6N2O4 in a non-equilibrium geometry, from OMol25.

2S+1: 1
Orbital gap in eV: 8.94
Max |F| in eV/A: 4.78
SMILES: C=C/C=C\C=C([N+](=O)[O-])[N+](=O)[O-]

Geometry as XYZ:
```
18
Properties=species:S:1:pos:R:3:forces:R:3
C -1.150614 0.913619 1.350039 -1.85 0.43 4.39
C -0.150247 1.605453 0.862434 -0.10 -0.78 -2.31
C -1.249413 -0.527843 1.515055 -0.49 1.10 -0.30
C 0.886961 0.869081 0.200777 2.05 2.43 0.91
C -1.233361 -1.408740 0.539371 -0.22 -2.22 1.72
C 0.833026 -0.023602 -0.774362 -0.66 1.27 -0.15
N 2.023504 -0.756658 -1.163170 0.72 2.81 -1.47
N -0.147118 0.097528 -1.937133 0.49 0.33 1.86
O 2.864480 -0.033365 -1.703178 -0.11 -0.85 0.39
O 2.087161 -1.917063 -0.979067 0.13 -2.06 0.48
O 0.062213 -0.700188 -2.797039 -0.18 -0.69 -1.28
O -0.971253 0.986627 -1.923159 0.33 -0.49 0.08
H -1.691284 1.449161 2.221163 0.28 -0.56 -1.81
H -0.057071 2.653836 0.948320 0.19 0.89 0.44
H -1.409261 -0.839970 2.546659 0.10 -0.10 -0.23
H 1.825159 1.331923 0.682656 -0.53 -1.95 -1.09
H -1.293403 -2.439618 0.906620 0.02 0.12 -0.65
H -1.229477 -1.260180 -0.495987 -0.15 0.31 -0.98
```
Forces are in eV/Å.

***

Record 2
The following is a quantum chemistry calculation of a structure of composition C18H12Cl2N2O3PdS2, from OMol25.

Total charge: -2
2S+1: 1
Orbital gap in eV: 6.10
Max |F| in eV/A: 0.73

Geometry as XYZ:
```
40
Properties=species:S:1:pos:R:3:forces:R:3
Pd -0.490878 0.085339 1.207511 -0.08 0.05 0.72
Cl 1.803782 1.176823 0.388977 0.02 0.15 -0.26
C 1.278163 2.678652 -0.353463 0.23 -0.43 0.18
C 2.168738 3.251093 -1.239910 -0.13 0.13 0.00
C 1.852991 4.461041 -1.842161 0.00 -0.09 0.06
C 0.644288 5.059104 -1.525375 0.04 0.02 -0.04
C -0.222020 4.444724 -0.640327 -0.30 0.32 -0.02
Cl -1.724015 5.294498 -0.314175 0.12 -0.06 -0.02
C 0.023576 3.216030 -0.009597 -0.14 -0.27 0.23
S -1.104286 2.467446 1.089031 0.14 -0.07 -0.23
H 3.094069 2.736064 -1.451190 0.05 0.01 -0.03
H 2.532728 4.918431 -2.547336 0.01 0.04 -0.03
H 0.352322 6.001330 -1.968118 0.00 0.02 -0.02
O -3.008002 -3.741833 -4.390475 -0.01 -0.04 -0.07
S -2.416519 -2.418429 -4.485200 -0.14 -0.14 -0.16
O -2.512826 -1.810483 -5.800409 0.03 -0.03 -0.09
N -0.967030 -2.346668 -3.867408 0.41 0.27 0.40
C -0.903907 -1.550381 -2.754102 -0.26 -0.37 -0.32
O 0.088884 -1.313632 -2.090847 0.19 0.08 0.08
C -2.269042 -0.965423 -2.399993 0.27 -0.08 -0.16
C -2.632233 -0.125677 -1.368108 -0.36 0.37 0.38
C -3.952189 0.315541 -1.308974 -0.04 -0.15 -0.12
C -4.895774 -0.092431 -2.252247 0.08 0.00 0.03
C -4.529371 -0.953438 -3.282400 0.09 0.11 0.19
C -3.209244 -1.361212 -3.320660 -0.53 0.07 -0.09
H -1.968162 0.221653 -0.578001 0.27 -0.17 -0.32
H -4.233373 0.989183 -0.509701 -0.04 0.03 0.02
H -5.917065 0.264725 -2.178757 -0.01 0.00 -0.02
H -5.240088 -1.286102 -4.026746 -0.01 -0.02 -0.03
C -0.610387 -0.447622 4.717904 0.25 0.06 0.19
C 0.617452 -1.010802 4.290417 0.00 0.11 0.24
C 0.671329 -1.615693 3.071277 -0.22 -0.38 -0.52
N -0.397738 -1.802405 2.226480 0.08 0.45 0.18
C -1.551023 -1.142925 2.597708 0.26 -0.02 -0.03
C -1.671193 -0.500474 3.877267 -0.33 -0.06 -0.34
H -0.688594 0.053966 5.676522 0.02 -0.05 -0.01
H 1.512209 -0.959004 4.898663 -0.04 0.01 0.03
H 1.595136 -2.068671 2.720586 -0.02 0.06 0.00
H -2.458912 -1.466847 2.093247 0.07 0.08 -0.03
H -2.624904 -0.056707 4.138774 0.02 0.01 0.01
```
Forces are in eV/Å.

***

Record 3
The following is a quantum chemistry calculation of a cluster of 2 separate species, C2H6O in total in a non-equilibrium geometry, from OMol25.

2S+1: 1
Orbital gap in eV: 10.99
Max |F| in eV/A: 2.40
SMILES: C=C.O

Geometry as XYZ:
```
9
Properties=species:S:1:pos:R:3:forces:R:3
C 2.178919 -2.265361 0.410816 -1.62 0.91 1.37
C 1.303614 -1.645026 1.268962 1.21 -1.52 -1.41
H 2.789996 -3.093130 0.788447 -0.24 0.34 -0.25
H 2.250160 -2.024949 -0.656114 0.09 0.12 0.54
H 1.190488 -2.077436 2.269686 0.14 0.50 -0.26
H 0.621020 -0.836588 0.983146 0.42 -0.35 0.01
O -3.063919 4.039686 -1.799892 -1.18 -0.18 0.35
H -3.586809 3.208247 -1.859568 0.53 0.92 0.08
H -3.683469 4.694558 -1.405483 0.64 -0.74 -0.43
```
Forces are in eV/Å.

***

Record 4
The following is a quantum chemistry calculation of a structure of composition C61H36F5N5SSr in a non-equilibrium geometry, from OMol25.

Total charge: -2
2S+1: 1
Orbital gap in eV: 5.14
Max |F| in eV/A: 1.83

Geometry as XYZ:
```
109
Properties=species:S:1:pos:R:3:forces:R:3
Sr -1.116010 0.213035 -1.008248 -1.44 0.07 -1.12
C -4.313891 2.776541 5.621052 0.01 0.00 0.00
C -2.932020 2.913845 5.592499 0.01 -0.02 -0.05
C -2.207217 2.433721 4.511020 -0.05 0.01 0.05
C -2.846611 1.813834 3.436436 0.25 0.05 0.08
C -4.231099 1.675080 3.480618 -0.02 -0.01 -0.03
C -4.959159 2.152881 4.561889 -0.02 -0.01 0.00
C -2.045942 1.296672 2.287651 -0.05 -0.09 0.00
C -1.326693 2.255721 1.538904 0.08 0.03 -0.04
C -1.293618 3.700225 1.777770 -0.10 -0.07 0.04
C -0.470046 4.236774 0.850954 0.02 0.02 -0.08
C 0.013614 3.135677 0.016964 -0.07 -0.02 0.05
N -0.534952 1.991439 0.476950 0.38 -0.09 0.26
C 0.879019 3.250380 -1.093678 0.05 -0.02 -0.06
C 1.355123 2.219669 -1.950914 0.08 -0.04 0.03
C 2.435103 2.357652 -2.922944 -0.04 0.08 -0.01
C 2.630253 1.137352 -3.476824 -0.04 -0.06 -0.05
C 1.685085 0.228444 -2.839944 0.07 0.00 0.12
C 1.631789 -1.169136 -3.017512 -0.05 -0.05 0.02
C 2.506631 -1.721604 -4.099588 0.18 0.00 0.16
C 3.856749 -1.952434 -3.839889 0.03 -0.02 -0.05
C 4.689590 -2.471674 -4.821437 -0.04 0.02 0.02
C 4.180747 -2.769819 -6.079011 0.00 0.00 0.00
C 2.837137 -2.545186 -6.345335 0.00 -0.01 -0.01
C 2.006760 -2.024462 -5.361117 -0.04 0.01 0.01
C 0.962249 -2.140438 -2.224414 0.09 0.15 0.04
N 0.114160 -1.879932 -1.205286 0.22 0.01 0.17
C -0.159801 -3.033865 -0.556323 -0.05 0.08 0.04
C -0.943410 -3.152410 0.620702 0.01 0.00 0.05
C -1.077325 -4.534377 1.176429 0.06 0.03 -0.01
C -2.269179 -5.244375 1.071427 -0.02 -0.01 0.01
C -2.382584 -6.523277 1.602329 0.02 0.03 -0.01
C -1.300183 -7.104673 2.248270 -0.02 -0.01 0.00
C -0.108869 -6.399345 2.363740 0.02 0.02 0.00
C 0.003080 -5.122061 1.832601 -0.03 -0.02 0.00
C -1.531806 -2.133255 1.397744 0.09 0.09 -0.01
C -2.184616 -2.309719 2.686894 0.00 -0.06 -0.02
C -2.509770 -1.074263 3.138154 -0.05 0.06 0.03
C -2.047033 -0.121257 2.137437 0.18 0.05 0.02
N -1.496235 -0.807428 1.117978 0.17 -0.08 0.31
C 0.519036 -4.121702 -1.238165 0.01 -0.04 -0.02
C 1.207663 -3.571095 -2.271377 -0.03 -0.01 -0.04
N 0.947493 0.937753 -1.953865 0.36 -0.02 0.21
C 1.378528 4.622000 -1.406175 0.04 -0.03 0.12
C 1.066485 5.234657 -2.618276 -0.04 0.00 -0.02
C 1.528557 6.510831 -2.909555 0.01 -0.03 0.01
C 2.315001 7.195133 -1.992404 -0.01 0.01 -0.01
C 2.637520 6.592588 -0.783320 -0.02 -0.02 -0.01
C 2.173504 5.316848 -0.495003 0.03 0.00 -0.02
H -4.882391 3.149877 6.464507 0.00 -0.01 0.00
H -2.411512 3.386232 6.416944 -0.02 0.00 0.01
H -1.127844 2.520437 4.492757 0.00 0.00 -0.01
H -4.733353 1.190925 2.651796 0.00 0.00 0.00
H -6.036728 2.039170 4.573437 0.00 0.00 0.01
H -1.831890 4.231832 2.546666 -0.01 -0.01 -0.01
H -0.227816 5.281221 0.731871 0.00 -0.01 -0.01
H 3.000952 3.255363 -3.117970 -0.02 0.01 -0.01
H 3.376497 0.867585 -4.208191 -0.02 0.00 -0.01
H 4.241917 -1.721428 -2.853744 0.00 0.00 -0.01
H 5.735578 -2.645304 -4.599656 0.00 0.00 -0.01
H 4.828217 -3.176343 -6.846830 0.00 0.00 0.00
H 2.432235 -2.775473 -7.323722 0.00 0.00 0.00
H 0.957212 -1.847524 -5.564168 0.01 0.00 -0.01
H -3.114185 -4.780494 0.575009 0.00 0.00 0.00
H -3.318380 -7.062297 1.511723 0.01 -0.01 0.01
H -1.386988 -8.100920 2.665628 0.01 0.00 0.00
H 0.736780 -6.839803 2.877823 0.00 0.00 0.00
H 0.921718 -4.554782 1.930853 0.00 -0.01 0.01
H -2.328063 -3.247867 3.200469 0.00 0.00 -0.01
H -2.962076 -0.826050 4.085949 -0.01 -0.01 -0.01
H 0.503037 -5.161463 -0.950454 -0.01 0.01 0.00
H 1.854122 -4.079593 -2.970097 -0.01 -0.01 0.00
H 0.445071 4.698851 -3.326330 0.00 0.01 0.00
H 1.268735 6.969432 -3.856272 0.01 0.02 0.01
H 2.674284 8.191833 -2.219421 0.01 0.00 0.00
H 3.259945 7.112075 -0.064625 0.00 0.00 0.00
H 2.437894 4.832614 0.437209 -0.01 0.02 0.00
C -4.673397 -3.001677 -2.348212 -0.01 -0.03 0.00
C -5.634868 -2.256645 -3.013886 0.02 0.01 0.00
C -5.391648 -0.922545 -3.270562 -0.06 0.00 0.00
C -4.185901 -0.327654 -2.871034 0.13 0.27 0.04
N -3.278267 -1.056876 -2.196451 -0.11 0.02 -0.20
C -3.520615 -2.345691 -1.958215 0.15 0.09 0.07
C -3.883369 1.125716 -3.142350 -0.12 -0.45 0.04
C -4.683473 1.794912 -4.081108 0.07 0.12 -0.01
C -4.496688 3.146193 -4.318706 0.02 -0.01 0.02
C -3.503496 3.819714 -3.613401 -0.02 -0.02 -0.01
C -2.700193 3.123231 -2.719672 0.09 -0.01 -0.01
C -2.827852 1.746788 -2.441325 -0.32 0.17 -0.13
H -4.805738 -4.051627 -2.123781 -0.02 0.00 -0.01
H -6.570028 -2.709239 -3.324059 0.00 0.00 0.00
H -6.145768 -0.327135 -3.762299 -0.01 -0.01 0.00
H -2.740232 -2.875905 -1.419414 0.00 0.01 -0.01
H -5.441280 1.275926 -4.657688 -0.01 -0.01 0.00
H -5.110271 3.666972 -5.045939 -0.01 -0.01 0.00
H -3.352894 4.884096 -3.773528 0.00 0.00 -0.01
H -1.919021 3.693307 -2.214840 -0.01 -0.03 0.03
F 7.423294 -1.215183 5.688986 0.01 0.00 0.01
C 6.365979 -1.110333 4.850983 0.01 0.00 -0.01
C 6.402240 -0.259230 3.762398 -0.10 -0.02 -0.03
F 7.512225 0.477238 3.540507 0.02 0.00 0.01
C 5.316381 -0.161353 2.911989 0.19 0.10 0.00
F 5.454339 0.695331 1.885444 -0.05 -0.01 -0.02
C 4.126080 -0.891296 3.070079 -0.40 0.04 -0.32
S 2.772113 -0.759931 1.989665 0.40 -0.08 0.32
C 4.144527 -1.735186 4.192456 0.02 -0.15 0.19
F 3.076682 -2.501062 4.482297 -0.02 0.02 -0.05
C 5.217505 -1.850597 5.056931 -0.06 0.03 -0.07
F 5.155451 -2.688701 6.114355 0.01 -0.01 0.01
```
Forces are in eV/Å.

***

Record 5
The following is a quantum chemistry calculation of the ion C7H21N2O2Si with charge +1 in a non-equilibrium geometry, from OMol25.

Total charge: +1
2S+1: 1
Orbital gap in eV: 11.01
Max |F| in eV/A: 5.00
SMILES: CO[SiH](OC)C(C)(C)[NH2+]CCN

Geometry as XYZ:
```
33
Properties=species:S:1:pos:R:3:forces:R:3
C -0.258446 1.334822 -2.208260 2.66 -0.72 2.51
C -0.325838 2.070397 0.262256 -0.67 -1.66 -0.91
C 2.460135 -2.014090 -1.821099 3.78 2.96 1.38
C 2.928221 -0.448297 2.259383 0.68 -0.52 1.18
C -3.128274 -0.703547 0.810204 1.56 0.23 -1.43
C -2.342779 -0.173447 -0.447199 -0.70 1.28 2.20
C 0.042867 0.850296 -0.696356 -1.13 1.64 1.11
N -2.442448 -0.247667 2.066382 -1.62 1.68 -3.57
N -0.885544 -0.322645 -0.155291 -0.27 -1.45 -1.61
O 1.622222 -1.182008 -1.025044 -0.24 -0.26 0.44
O 1.929137 0.074356 1.374056 0.10 -0.47 2.13
Si 1.772992 0.231354 -0.181895 -1.27 -0.88 -2.53
H -0.098661 0.576168 -2.938961 0.58 -0.62 -0.52
H 0.452222 2.185998 -2.308821 -0.48 -0.67 -0.33
H -1.222826 1.683987 -2.371251 -1.89 0.80 0.23
H 0.247615 2.267616 1.102051 1.79 -0.56 1.73
H -1.276084 1.864515 0.666326 -1.30 -0.30 0.73
H -0.461612 3.059789 -0.050327 0.04 1.26 -1.97
H 2.945655 -1.284878 -2.541641 -0.50 -1.28 0.20
H 1.900644 -2.750208 -2.319498 -0.51 -1.08 -0.34
H 3.371087 -2.345995 -1.159399 -1.91 -0.20 -1.35
H 2.513891 -1.294090 2.912948 0.27 1.60 -0.78
H 3.443722 0.364106 2.867638 -1.25 -0.86 -0.59
H 3.762105 -0.916043 1.733814 -0.15 0.00 -0.46
H -4.140511 -0.421484 0.617103 -0.82 0.79 0.60
H -3.207663 -1.762465 0.617519 0.53 -0.73 0.92
H -2.463036 0.932618 -0.476274 -0.51 -0.95 -0.67
H -2.764948 -0.759648 -1.259619 0.73 0.51 -0.61
H -2.493506 -0.980247 2.682774 -0.26 -1.70 2.32
H -3.040671 0.544553 2.331849 0.79 -0.48 0.74
H -0.629434 -1.260295 -0.598956 0.45 1.63 0.96
H -0.870237 -0.385939 0.911634 0.28 0.26 -1.01
H 2.659996 1.212434 -0.656049 1.25 0.72 -0.70
```
Forces are in eV/Å.

***

no.,lowest unoccupied orbital energy (eV)
1,-1.1
2,4.6
3,1.0
4,3.5
5,-2.5